Computed, not measured: a structure of composition C18H18F6N3O4PdS4, with ωB97M-V/def2-TZVPD.

As for the HOMO energy (alpha / beta): -5.1 / -4.9 eV. Its charge is -1. As for the total energy: -3481.81162 a.u. The multiplicity is 3. The relative energy (zero: lowest compared OMol25 entry of this formula, charge and spin) comes out at 31.46 kcal per mole. The HOMO-LUMO gap (alpha / beta) is 7.5 / 5.3 eV.

The geometry in XYZ format:
```
54
C18H18F6N3O4PdS4 | the OMol25 dataset | ωB97M-V/def2-TZVPD
Pd 0.42 -0.58 -0.26
C 0.56 2.61 1.43
N 0.54 2.73 -0.03
C -0.49 3.64 -0.49
C -1.89 3.24 -0.05
N -2.20 1.86 -0.30
C -1.74 1.28 -1.55
C -3.07 1.17 0.52
C -4.09 1.87 1.18
C -5.01 1.24 1.99
C -4.96 -0.14 2.16
C -3.94 -0.84 1.55
C -2.96 -0.22 0.75
S -1.65 -1.30 0.31
C 1.80 2.87 -0.65
C 2.14 4.05 -1.31
C 3.36 4.21 -1.96
C 4.28 3.18 -1.94
C 3.95 2.00 -1.29
C 2.73 1.81 -0.65
S 2.51 0.23 0.12
H 0.51 3.59 1.91
H 1.48 2.11 1.74
H -0.27 1.99 1.78
H -0.44 3.67 -1.58
H -0.33 4.67 -0.14
H -2.60 3.93 -0.54
H -1.99 3.42 1.03
H -1.76 2.03 -2.35
H -2.38 0.45 -1.84
H -0.71 0.93 -1.41
H -4.17 2.94 1.01
H -5.79 1.82 2.46
H -5.68 -0.65 2.78
H -3.84 -1.91 1.72
H 1.44 4.88 -1.31
H 3.58 5.15 -2.46
H 5.23 3.28 -2.43
H 4.65 1.17 -1.29
F 2.70 -2.45 -2.03
C 2.69 -3.55 -1.27
F 2.96 -4.59 -2.06
F 3.64 -3.45 -0.36
S 1.03 -3.75 -0.47
O 1.06 -2.82 0.65
O 0.10 -3.43 -1.52
N 1.01 -5.24 -0.08
S 1.25 -5.87 1.35
O 0.24 -5.56 2.31
O 2.63 -5.86 1.76
C 0.93 -7.62 0.86
F 1.14 -8.40 1.92
F 1.74 -8.02 -0.12
F -0.33 -7.79 0.46
```

Charges obtained by Mulliken population analysis, quoted in units of e: Pd 0.058; C -1.220; N 1.126; C -1.410; C -1.240; N 0.603; C -1.186; C 0.224; C -0.372; C -0.605; C -0.653; C -0.683; C 0.625; S -0.240; C 0.248; C -0.164; C -0.823; C -0.549; C -0.811; C 0.359; S -0.457; H 0.273; H 0.549; H 0.174; H 0.608; H 0.406; H 0.281; H 0.657; H 0.283; H 0.517; H 0.240; H 0.384; H 0.365; H 0.363; H 0.455; H 0.367; H 0.359; H 0.365; H 0.417; F -0.216; C 0.630; F -0.252; F -0.230; S 1.156; O -0.653; O -0.701; N -0.341; S 1.023; O -0.636; O -0.642; C 0.674; F -0.230; F -0.241; F -0.236